# 1
106
Properties=species:S:1:pos:R:3:lowdin_charge:R:1 method="wB97M-V/def2-TZVPD" s2=3.827 e_homo_ev="-7.06 / -7.14" relative_energy_kj_mol=172.3 energy_ev=-132796.1528 spin_multiplicity=4
Cr 0.2886 -0.4587 0.7648 0.825
C 2.1154 -2.5339 3.1645 -0.149
Si 0.9208 -1.2892 3.9472 0.466
C -0.0219 -2.2271 5.3114 -0.158
C 1.9654 0.1008 4.6999 -0.159
N -0.2657 -0.7758 2.7648 -0.174
C -1.4900 -0.2944 3.2051 -0.285
C -1.6688 0.3069 4.4599 -0.047
C -2.9228 0.5280 5.0020 -0.090
C -4.0502 0.1457 4.3011 -0.093
C -3.9154 -0.3546 3.0117 -0.024
C -2.6633 -0.4986 2.4420 -0.187
O -2.4358 -0.9878 1.1652 -0.021
C -3.4674 -1.2919 0.3054 -0.245
C -3.3358 -2.4736 -0.4167 0.004
C -4.2741 -2.8231 -1.3731 -0.072
C -5.3668 -2.0057 -1.6148 -0.093
C -5.5142 -0.8432 -0.8727 -0.076
C -4.5777 -0.4833 0.0849 -0.036
H 2.8853 -2.7900 3.8964 0.039
H 2.6247 -2.1257 2.2944 0.000
H 1.6219 -3.4600 2.8665 0.031
H 0.5110 -3.1381 5.5926 0.026
H -1.0216 -2.5129 4.9802 0.033
H -0.1385 -1.6254 6.2133 0.026
H 2.2014 -0.1121 5.7448 0.034
H 1.4479 1.0597 4.6590 0.008
H 2.9106 0.2220 4.1663 0.025
H -0.7852 0.5853 5.0191 0.096
H -3.0141 0.9613 5.9896 0.103
H -5.0370 0.2380 4.7335 0.099
H -4.8002 -0.6557 2.4729 0.105
H -2.4813 -3.1082 -0.2365 0.098
H -4.1461 -3.7406 -1.9330 0.105
H -6.0914 -2.2648 -2.3754 0.101
H -6.3691 -0.2010 -1.0416 0.107
H -4.7031 0.4402 0.6262 0.113
Cl 2.3796 3.4334 3.1825 0.747
C 3.1580 2.2543 2.1909 -0.576
C 4.5351 2.3362 1.9793 -0.113
C 5.1927 1.4014 1.2173 -0.616
Cl 6.9010 1.5622 0.9612 0.688
C 4.5063 0.3047 0.6639 -0.169
C 5.0888 -0.7469 -0.0670 0.009
C 4.2878 -1.7748 -0.4874 -0.023
C 2.9202 -1.7555 -0.2219 -0.106
N 2.3209 -0.7716 0.4326 0.032
C 3.1106 0.2415 0.8803 -0.142
C 2.3944 1.2352 1.6098 -0.402
O 1.1250 1.0848 1.6993 -0.170
H 5.0874 3.1491 2.4298 0.109
H 6.1471 -0.7305 -0.2867 0.101
H 4.7005 -2.6120 -1.0328 0.116
H 2.3004 -2.5697 -0.5555 0.102
O -0.6598 -3.0372 1.4247 -0.045
N -0.1632 -2.3146 0.3635 -0.132
C 0.0814 -3.1228 -0.6043 -0.102
C 0.2621 -2.8398 -2.0128 -0.209
C 0.3796 -3.9951 -2.8071 -0.036
C 0.3829 -3.9346 -4.1814 -0.071
C 0.2464 -2.6970 -4.7950 -0.055
C 0.1544 -1.5524 -4.0218 -0.083
C 0.2019 -1.5701 -2.6254 -0.223
P 0.1134 0.0665 -1.6351 1.072
C 1.7742 0.7358 -2.1111 -0.306
C 2.1439 1.9616 -1.5540 -0.086
C 3.3513 2.5642 -1.8705 -0.059
C 4.2221 1.9494 -2.7563 -0.079
C 3.8842 0.7171 -3.2926 -0.078
C 2.6800 0.1061 -2.9660 -0.084
C -0.9168 0.9198 -2.9032 -0.322
C -2.2976 0.7601 -2.8604 -0.080
C -3.1159 1.3915 -3.7832 -0.073
C -2.5575 2.1910 -4.7699 -0.086
C -1.1824 2.3603 -4.8173 -0.075
C -0.3644 1.7337 -3.8883 -0.106
H -0.6792 -2.3560 2.1540 0.048
H 0.0031 -4.1764 -0.3455 0.147
H 0.4540 -4.9579 -2.3141 0.114
H 0.4659 -4.8387 -4.7692 0.107
H 0.2232 -2.6148 -5.8739 0.110
H 0.0606 -0.6010 -4.5234 0.100
H 1.4639 2.4389 -0.8631 0.080
H 3.6087 3.5165 -1.4237 0.113
H 5.1630 2.4168 -3.0174 0.105
H 4.5570 0.2231 -3.9830 0.105
H 2.4613 -0.8583 -3.3964 0.097
H -2.7267 0.1563 -2.0779 0.096
H -4.1888 1.2601 -3.7231 0.104
H -3.1923 2.6930 -5.4888 0.101
H -0.7435 2.9851 -5.5850 0.106
H 0.7053 1.8915 -3.9334 0.108
C -2.5041 2.6959 0.3457 -0.023
C -1.0613 2.7955 -0.1483 -0.650
C -0.2422 3.5225 0.9201 -0.057
C -1.0686 3.6465 -1.4288 -0.024
O -0.5640 1.4775 -0.3890 -0.384
H -2.9069 3.6928 0.5374 0.090
H -2.5447 2.1133 1.2680 0.081
H -3.1060 2.2202 -0.4270 0.070
H -0.6556 4.5196 1.0868 0.090
H 0.8004 3.6317 0.6169 0.064
H -0.2725 2.9700 1.8547 0.063
H -1.2779 4.6846 -1.1657 0.089
H -1.8389 3.3020 -2.1187 0.068
H -0.1047 3.6014 -1.9368 0.074



# 2
104
Properties=species:S:1:pos:R:3:lowdin_charge:R:1 method="wB97M-V/def2-TZVPD" s2=2.115 charge=+2 e_homo_ev="-13.04 / -12.51" relative_energy_kj_mol=0.0 energy_ev=-114780.2713 spin_multiplicity=3
V 0.8132 0.3895 0.8809 0.697
C -3.2830 -6.6184 1.4589 -0.025
C -2.7590 -5.2462 1.1541 -0.235
C -2.0142 -5.0027 -0.0032 -0.003
C -1.5228 -3.7423 -0.2828 -0.034
C -1.7790 -2.7215 0.6245 -0.406
C -2.5039 -2.9284 1.7904 -0.071
C -2.9985 -4.1953 2.0390 -0.017
S -1.1520 -1.1199 0.3274 1.068
O 0.3207 -1.2612 -0.1337 -0.518
C -2.0783 -0.5169 -1.0759 -0.288
C -3.4664 -0.7797 -1.0131 -0.048
C -4.2953 -0.2591 -1.9582 0.010
C -3.7851 0.5469 -3.0012 -0.152
C -4.6496 1.1033 -3.9744 -0.013
C -4.1571 1.8997 -4.9651 -0.045
C -2.7720 2.1644 -5.0325 -0.038
C -1.9131 1.6335 -4.1144 0.001
C -2.3951 0.8131 -3.0608 -0.105
C -1.5256 0.2774 -2.0540 -0.133
C -0.0678 0.5612 -2.2497 -0.148
C 0.6638 -0.3252 -3.0961 -0.100
C 0.0821 -1.5161 -3.6032 0.001
C 0.7981 -2.3497 -4.4112 -0.036
C 2.1309 -2.0424 -4.7629 -0.038
C 2.7151 -0.9003 -4.3012 -0.011
C 1.9978 -0.0139 -3.4623 -0.136
C 2.5858 1.1882 -3.0004 -0.004
C 1.8892 2.0261 -2.1848 -0.096
C 0.5605 1.7069 -1.8020 -0.336
S -0.0680 2.8408 -0.5679 1.125
O -0.5116 1.8776 0.5691 -0.592
C -1.5497 3.6032 -1.1237 -0.387
C -1.3912 4.8003 -1.8107 -0.065
C -2.5151 5.4522 -2.2881 -0.014
C -3.7895 4.9368 -2.0621 -0.241
C -5.0047 5.6345 -2.5976 -0.027
C -3.9167 3.7545 -1.3284 -0.010
C -2.8082 3.0776 -0.8601 -0.055
H -3.0427 -7.3255 0.6681 0.084
H -4.3658 -6.5983 1.5859 0.095
H -2.8550 -6.9895 2.3916 0.092
H -1.8201 -5.8161 -0.6904 0.124
H -0.9372 -3.5549 -1.1746 0.120
H -2.6609 -2.1228 2.4961 0.119
H -3.5624 -4.3774 2.9451 0.132
H -3.8632 -1.4058 -0.2251 0.116
H -5.3577 -0.4647 -1.9214 0.131
H -5.7083 0.8842 -3.9137 0.124
H -4.8209 2.3227 -5.7070 0.117
H -2.3874 2.7891 -5.8278 0.117
H -0.8560 1.8471 -4.1961 0.122
H -0.9421 -1.7581 -3.3532 0.121
H 0.3418 -3.2524 -4.7948 0.117
H 2.6817 -2.7130 -5.4084 0.119
H 3.7318 -0.6495 -4.5762 0.122
H 3.5923 1.4362 -3.3142 0.126
H 2.3317 2.9480 -1.8271 0.107
H -0.4049 5.2197 -1.9703 0.117
H -2.4017 6.3849 -2.8255 0.126
H -4.8444 6.7084 -2.6759 0.088
H -5.8739 5.4575 -1.9663 0.088
H -5.2397 5.2622 -3.5973 0.091
H -4.9054 3.3645 -1.1202 0.127
H -2.9141 2.1776 -0.2700 0.114
C -0.7436 1.1366 4.0004 -0.206
Si 0.6136 0.0070 3.3718 0.590
C 2.2494 0.4199 4.2029 -0.207
C 0.1811 -1.7900 3.6931 -0.311
C -0.7406 -2.1371 4.6860 -0.101
C -1.0160 -3.4672 4.9738 -0.077
C -0.3800 -4.4771 4.2647 -0.079
C 0.5310 -4.1549 3.2679 -0.072
C 0.8067 -2.8239 2.9893 -0.117
H -0.8407 1.0640 5.0865 0.040
H -1.7110 0.8924 3.5567 0.032
H -0.5246 2.1785 3.7596 0.032
H 2.1590 0.2598 5.2801 0.046
H 2.5378 1.4612 4.0438 0.021
H 3.0523 -0.2290 3.8445 0.010
H -1.2440 -1.3640 5.2559 0.101
H -1.7187 -3.7154 5.7591 0.112
H -0.5870 -5.5143 4.4954 0.111
H 1.0328 -4.9395 2.7158 0.111
H 1.5272 -2.5923 2.2096 0.095
C 6.4358 2.3185 3.0548 -0.064
C 6.8496 1.0841 2.2601 -0.401
C 6.5227 -0.2031 3.0092 -0.059
C 6.2630 1.0841 0.8470 -0.080
N 4.7903 1.0077 0.8554 -0.052
C 3.8842 1.9734 1.0513 -0.064
N 2.7035 1.4092 1.1024 0.003
N 2.9255 0.0894 0.9134 -0.070
N 4.1632 -0.1632 0.7555 0.157
H 7.0022 2.3733 3.9832 0.093
H 5.3796 2.2785 3.3385 0.069
H 6.6202 3.2438 2.5042 0.086
H 7.9301 1.1269 2.0958 0.147
H 5.4512 -0.2888 3.2082 0.059
H 7.0288 -0.2123 3.9735 0.093
H 6.8378 -1.0875 2.4546 0.088
H 6.5920 0.2183 0.2762 0.136
H 6.5252 1.9902 0.3018 0.137
H 4.1102 3.0200 1.1638 0.160